No. 1
ORCA calculation (wB97M-V/def2-TZVPD) on 3 unconnected molecules or ions with the total composition C3H14NO2 in a non-equilibrium geometry.

Last column: Löwdin charge in e.
Cartesian coordinates (Å):
O (-2.287, -0.530, 1.505)  -0.08
O (1.697, -2.319, -1.343)  -0.07
N (0.324, -0.833, 0.799)  0.11
C (0.059, 2.676, -0.797)  -0.08
C (-0.261, 1.098, -0.740)  -0.18
C (0.604, 0.625, 0.495)  -0.16
H (1.109, 3.002, -0.726)  0.08
H (2.130, -1.999, -2.139)  0.06
H (1.640, 0.589, 0.321)  0.10
H (0.392, 1.122, 1.527)  0.17
H (-1.279, 0.758, -0.549)  0.09
H (-0.280, 3.030, -1.861)  0.11
H (1.844, -3.300, -1.436)  0.09
H (0.549, -1.525, 0.045)  0.12
H (-0.528, 3.261, -0.119)  0.06
H (0.084, 0.517, -1.611)  0.11
H (-3.066, -0.126, 1.043)  0.09
H (-0.659, -1.092, 0.816)  0.09
H (0.839, -1.177, 1.696)  0.21
H (-2.735, -0.832, 2.348)  0.10

Calculated values
Highest occupied orbital energy ... -15.28 eV
Energy relative to the best compared isomer or geometry (same formula, charge and spin) ... 26.0 kcal/mol
Total charge ... +1
Orbital gap ... 12.28 eV
Largest force on an atom ... 3.85 eV Å⁻¹
Total energy ... -8916.65809 eV

=====

No. 2
ORCA calculation (wB97M-V/def2-TZVPD) on 2 unconnected molecules or ions with the total composition C3H11N2O2 in a non-equilibrium geometry.

Last column: Löwdin charge in e.
Cartesian coordinates (Å):
O (1.789, -0.805, -1.954)  -0.06
O (0.298, -0.657, 1.615)  0.08
N (-1.098, -1.642, 0.115)  0.22
N (-0.504, 1.644, 1.233)  0.17
C (-0.386, -0.623, 0.614)  -0.47
C (-0.761, 0.793, -0.001)  -0.20
C (0.256, 1.234, -1.033)  -0.05
H (0.321, 0.409, -1.703)  0.05
H (-1.017, -2.531, 0.593)  0.14
H (0.198, 1.052, 1.822)  0.17
H (1.169, 1.538, -0.515)  0.10
H (2.713, -0.540, -1.922)  0.06
H (0.154, 2.050, -1.750)  0.10
H (-1.785, 0.863, -0.357)  0.15
H (-1.224, 1.447, 1.944)  0.17
H (-1.768, -1.551, -0.626)  0.13
H (-0.359, 2.644, 1.176)  0.17
H (1.739, -1.571, -2.547)  0.07

Calculated values
Highest occupied orbital energy ... -14.82 eV
Energy relative to the best compared isomer or geometry (same formula, charge and spin) ... 39.8 kcal/mol
Total charge ... +1
Orbital gap ... 11.71 eV
Largest force on an atom ... 2.99 eV Å⁻¹
Total energy ... -10358.02787 eV

=====

No. 3
ORCA calculation (wB97M-V/def2-TZVPD) on a single C2BrN3O molecule in a non-equilibrium geometry.

Last column: Löwdin charge in e.
Cartesian coordinates (Å):
Br (1.842, 2.837, 1.056)  0.72
O (-0.891, -2.913, 0.628)  0.17
N (-0.212, 0.156, -1.082)  0.00
N (-0.734, -1.013, -0.729)  0.10
N (0.294, 0.920, -0.264)  -0.10
C (-0.725, -1.930, 0.041)  -0.30
C (0.426, 1.943, 0.350)  -0.60

Calculated values
Highest occupied orbital energy ... -8.71 eV
Energy relative to the best compared isomer or geometry (same formula, charge and spin) ... 33.6 kcal/mol
Total charge ... 0
Orbital gap ... 8.06 eV
Largest force on an atom ... 2.35 eV Å⁻¹
Total energy ... -78629.20319 eV

=====

No. 4
ORCA calculation (wB97M-V/def2-TZVPD) on a molecular structure, C4H7NO.

Last column: Löwdin charge in e.
Cartesian coordinates (Å):
O (-0.485, -0.191, 0.884)  -0.03
N (0.681, -1.376, 2.633)  0.14
C (-0.463, 0.100, -1.265)  0.03
C (0.388, -1.013, 1.457)  -0.59
C (-0.374, 1.589, -1.224)  -0.19
C (0.765, -1.204, 0.082)  0.09
H (-1.532, -0.181, -1.242)  0.05
H (-0.639, 1.880, -2.261)  0.09
H (0.638, 1.963, -1.041)  0.07
H (0.405, -2.066, -0.464)  0.10
H (0.078, -0.907, 3.312)  0.05
H (-1.093, 2.096, -0.560)  0.08
H (1.631, -0.690, -0.312)  0.10

Calculated values
Highest occupied orbital energy ... -8.61 eV
Energy relative to the best compared isomer or geometry (same formula, charge and spin) ... 161.6 kcal/mol
Total charge ... 0
Orbital gap ... 8.48 eV
Largest force on an atom ... 0.87 eV Å⁻¹
Total energy ... -7792.63795 eV

=====

No. 5
ORCA calculation (wB97M-V/def2-TZVPD) on a gas-phase ion, C8H12N5 (charge +1) in a non-equilibrium geometry.

Last column: Löwdin charge in e.
Cartesian coordinates (Å):
N (-2.182, -1.860, -0.053)  -0.04
N (-1.454, -1.381, -1.015)  0.07
N (-0.746, -0.185, -0.683)  -0.04
N (-2.666, -1.350, 0.856)  0.29
N (-1.514, 0.612, 0.096)  -0.21
C (2.475, -1.564, 0.570)  -0.05
C (0.638, -0.351, -0.368)  -0.25
C (1.496, 0.663, -0.781)  -0.01
C (3.330, -0.542, 0.191)  -0.05
C (1.121, -1.474, 0.296)  -0.03
C (-0.958, 1.276, 1.249)  -0.01
C (-2.601, 1.289, -0.583)  -0.02
C (2.844, 0.564, -0.489)  -0.05
H (4.383, -0.612, 0.414)  0.12
H (1.112, 1.509, -1.329)  0.12
H (-0.644, 2.294, 0.997)  0.11
H (0.453, -2.257, 0.618)  0.11
H (-0.097, 0.733, 1.634)  0.10
H (-2.229, 2.147, -1.149)  0.11
H (2.858, -2.432, 1.082)  0.12
H (-3.319, 1.635, 0.156)  0.10
H (-3.103, 0.609, -1.269)  0.09
H (-0.985, -1.995, -1.671)  0.18
H (-1.725, 1.322, 2.021)  0.11
H (3.513, 1.353, -0.791)  0.12

Calculated values
Highest occupied orbital energy (alpha / beta) ... -12.77 / -12.75 eV
Energy relative to the best compared isomer or geometry (same formula, charge and spin) ... 100.4 kcal/mol
Total charge ... +1
Orbital gap (alpha / beta) ... 7.62 / 7.38 eV
Largest force on an atom ... 2.48 eV Å⁻¹
Total energy ... -15930.07055 eV
SMILES string ... CN(C)N(N[N+]#N)c1ccccc1

=====

No. 6
ORCA calculation (wB97M-V/def2-TZVPD) on 9 unconnected molecules or ions with the total composition C4H26O9 in a non-equilibrium geometry.

Last column: Löwdin spin population.
Cartesian coordinates (Å):
O (-1.945, 1.900, 0.724)  0.00
O (0.816, 3.680, -2.163)  0.00
O (1.366, -2.059, 0.812)  0.00
O (-0.771, 1.228, 3.151)  0.00
O (-0.785, 1.944, -3.742)  0.00
O (-0.422, -0.688, -3.115)  0.00
O (-0.555, -3.170, 2.504)  0.61
O (-0.190, -3.013, -1.180)  0.01
O (-0.571, -0.119, -0.313)  0.00
C (2.134, 1.757, -2.787)  0.00
C (-1.348, -2.098, 3.040)  0.10
C (-0.757, -2.133, 4.453)  0.19
C (2.138, 3.233, -2.495)  0.00
H (-0.308, -1.538, -2.689)  0.00
H (-1.085, -3.937, 2.732)  0.00
H (-0.315, 2.655, -3.305)  0.00
H (-0.796, 1.234, -3.100)  0.00
H (1.746, 1.621, -3.796)  0.00
H (-1.613, 2.797, 0.782)  0.00
H (0.817, -2.424, 1.506)  0.00
H (-0.525, -3.154, 4.755)  0.01
H (-1.519, -1.835, 5.173)  0.04
H (0.947, 4.484, -1.654)  0.00
H (-1.088, -1.206, 2.470)  0.00
H (-0.704, 2.183, 3.133)  0.00
H (-0.214, 0.098, -1.174)  0.00
H (1.563, 1.227, -2.025)  0.00
H (-1.370, -0.589, -3.203)  0.00
H (2.818, 3.343, -1.650)  0.00
H (-2.427, -2.218, 2.941)  0.01
H (2.510, 3.892, -3.279)  0.00
H (0.535, -2.870, -0.571)  0.00
H (1.796, -1.306, 1.218)  0.00
H (0.216, -1.646, 4.522)  0.01
H (-0.424, -3.934, -1.062)  0.00
H (-0.929, 0.982, 2.239)  0.00
H (-1.247, 1.415, 0.283)  0.00
H (3.139, 1.336, -2.824)  0.00
H (-0.633, -1.074, -0.312)  0.00

Calculated values
Highest occupied orbital energy (alpha / beta) ... -12.24 / -12.22 eV
Energy relative to the best compared isomer or geometry (same formula, charge and spin) ... 11.2 kcal/mol
Total charge ... +1
Orbital gap (alpha / beta) ... 8.03 / 1.62 eV
<S²> ... 0.7542
2S+1 ... 2
Largest force on an atom ... 2.52 eV Å⁻¹
Total energy ... -22986.07050 eV